(1)
{"formula": "C30H25N5O10", "method": "wB97M-V/def2-TZVPD", "e_lumo_ev": -0.86, "smiles": "O=[N+]([O-])c1ccccc1.O=[N+]([O-])c1ccccc1.O=[N+]([O-])c1ccccc1.O=[N+]([O-])c1ccccc1.O=[N+]([O-])c1ccccc1", "max_force_ev_per_a": 1.2, "gap_ev": 9.148, "e_above_lowest_kcal_mol": 4.7, "total_energy_ev": -59427.431, "species": ["O", "N", "O", "C", "C", "C", "C", "C", "C", "H", "H", "H", "H", "H", "O", "N", "O", "C", "C", "C", "C", "C", "C", "H", "H", "H", "H", "H", "O", "N", "O", "C", "C", "C", "C", "C", "C", "H", "H", "H", "H", "H", "O", "N", "O", "C", "C", "C", "C", "C", "C", "H", "H", "H", "H", "H", "O", "N", "O", "C", "C", "C", "C", "C", "C", "H", "H", "H", "H", "H"], "xyz": [[3.00046, -3.20997, 3.78234], [4.08935, -2.98807, 3.31033], [4.28862, -2.29105, 2.32646], [5.25220, -3.61594, 3.94483], [6.39281, -3.81841, 3.19213], [7.46859, -4.43812, 3.79839], [7.38134, -4.84358, 5.12833], [6.22544, -4.62954, 5.86352], [5.14775, -3.99323, 5.26910], [6.41282, -3.43637, 2.18008], [8.39710, -4.60292, 3.26947], [8.23067, -5.34545, 5.57481], [6.14780, -4.94651, 6.89407], [4.24450, -3.77538, 5.82053], [3.30187, -3.82861, -1.33685], [2.18714, -3.86992, -1.83333], [1.95510, -4.05331, -3.00504], [1.05480, -3.67017, -0.93504], [-0.19981, -3.44931, -1.47189], [-1.28617, -3.25728, -0.63502], [-1.13088, -3.30625, 0.74265], [0.13409, -3.52821, 1.27970], [1.21148, -3.70051, 0.44262], [-0.36416, -3.42516, -2.53991], [-2.25735, -3.09509, -1.08459], [-1.97049, -3.13926, 1.40320], [0.25793, -3.41588, 2.34906], [2.20019, -3.85975, 0.85846], [-2.44611, 9.16717, -0.96063], [-3.45505, 8.54197, -1.21712], [-4.42507, 8.98922, -1.79930], [-3.48255, 7.12257, -0.85253], [-4.65430, 6.40390, -0.99224], [-4.63331, 5.03650, -0.75748], [-3.45504, 4.40971, -0.37804], [-2.30026, 5.15829, -0.17016], [-2.31026, 6.51461, -0.44775], [-5.55808, 6.89247, -1.32661], [-5.54412, 4.46147, -0.86139], [-3.45783, 3.34194, -0.20138], [-1.40741, 4.61788, 0.11167], [-1.39773, 7.08542, -0.33849], [-6.03456, -0.01241, -5.90391], [-5.35710, 0.76032, -5.25932], [-4.95920, 1.83954, -5.65185], [-5.03152, 0.38940, -3.88148], [-5.72717, -0.65185, -3.29313], [-5.49568, -0.97111, -1.96986], [-4.52978, -0.26248, -1.25756], [-3.85189, 0.78480, -1.85655], [-4.11548, 1.13272, -3.17261], [-6.47472, -1.19675, -3.85404], [-6.02066, -1.78046, -1.48335], [-4.41456, -0.45098, -0.19612], [-3.08074, 1.32080, -1.32309], [-3.59009, 1.95278, -3.64140], [-0.66737, 0.49678, -1.29660], [0.05027, 1.45843, -1.12102], [-0.24222, 2.60135, -1.42798], [1.35186, 1.22306, -0.49732], [1.83669, -0.07175, -0.44114], [3.05764, -0.31696, 0.15887], [3.77205, 0.73648, 0.71555], [3.26334, 2.03009, 0.67208], [2.04833, 2.28220, 0.04650], [1.27910, -0.87001, -0.91335], [3.48958, -1.30675, 0.16996], [4.72059, 0.52451, 1.19254], [3.81661, 2.85881, 1.09184], [1.66063, 3.28956, -0.00260]]}



(2)
{"formula": "C5H13N2O", "method": "wB97M-V/def2-TZVPD", "e_lumo_ev": 3.77, "smiles": "C[C@@H](CC[O-])NCN", "charge": -1, "max_force_ev_per_a": 2.0, "gap_ev": 6.124, "e_above_lowest_kcal_mol": 24.1, "total_energy_ev": -10422.652, "species": ["C", "C", "C", "C", "O", "N", "C", "N", "H", "H", "H", "H", "H", "H", "H", "H", "H", "H", "H", "H", "H"], "xyz": [[-1.34036, -0.79593, -0.24658], [0.08215, -0.37810, 0.23095], [1.12895, -0.97473, -0.66985], [1.20420, -2.55009, -0.61225], [0.32709, -3.17608, -1.38878], [0.28267, 1.10594, 0.23924], [-0.77944, 1.84881, 0.89613], [-0.58673, 3.31701, 0.78182], [-1.77945, -0.10109, -0.95282], [-1.12988, -1.76702, -0.72684], [-2.03470, -0.94301, 0.58363], [0.20350, -0.69567, 1.26712], [0.99152, -0.67072, -1.71348], [2.11923, -0.58115, -0.39141], [1.09222, -2.83331, 0.47897], [2.29142, -2.78674, -0.88314], [0.46970, 1.50978, -0.66546], [-1.79280, 1.73108, 0.50039], [-0.63500, 1.57069, 1.94166], [0.09539, 3.60509, 1.46621], [-0.20970, 3.56526, -0.13549]]}



(3)
{"formula": "C25H55N3O5S", "method": "wB97M-V/def2-TZVPD", "e_lumo_ev": -0.10, "max_force_ev_per_a": 7.0, "gap_ev": 9.543, "total_energy_ev": -52354.830, "species": ["N", "C", "O", "C", "O", "S", "O", "O", "O", "C", "C", "N", "C", "C", "C", "N", "H", "H", "H", "H", "H", "H", "H", "H", "H", "H", "H", "H", "H", "C", "C", "C", "C", "C", "C", "H", "H", "H", "H", "H", "H", "H", "H", "H", "H", "H", "H", "H", "H", "C", "C", "C", "C", "C", "C", "H", "H", "H", "H", "H", "H", "H", "H", "H", "H", "H", "H", "H", "H", "C", "C", "C", "C", "C", "C", "H", "H", "H", "H", "H", "H", "H", "H", "H", "H", "H", "H", "H", "H"], "xyz": [[8.25230, -1.69121, -3.68306], [7.47941, -1.38344, -4.56970], [6.77083, -0.52308, -5.47316], [5.32878, -0.55041, -5.13068], [4.78183, -1.18428, -6.34034], [5.10461, 0.05044, -7.48514], [3.80413, 0.05567, -8.27586], [6.23550, -0.25074, -8.42277], [5.40204, 1.41415, -6.50948], [4.95230, 1.02846, -5.14559], [5.40921, 1.93056, -3.90236], [6.83544, 1.75482, -3.47997], [3.35629, 1.41390, -5.25641], [2.52861, 0.19722, -4.60820], [1.00602, 0.61493, -4.24208], [0.33624, -0.62254, -3.70368], [5.05849, -1.15265, -4.18218], [4.73548, 1.65254, -2.99875], [5.19929, 3.04778, -4.10778], [7.06292, 2.63045, -2.95955], [6.85737, 1.03139, -2.72755], [3.16913, 2.39752, -4.67024], [3.06608, 1.65451, -6.34467], [2.45949, -0.69892, -5.31507], [3.01792, -0.14312, -3.61097], [0.47382, 0.91552, -5.21510], [0.98371, 1.49194, -3.50236], [1.04510, -1.26067, -3.30048], [-0.08609, -1.07961, -4.53386], [4.77216, -0.67018, -0.71794], [4.60816, 0.64850, 0.02642], [4.26013, 0.46976, 1.50473], [2.92842, -0.23500, 1.78164], [1.69703, 0.42931, 1.16259], [1.44028, 1.83302, 1.69231], [3.84459, -1.24771, -0.72508], [5.05409, -0.48269, -1.75831], [5.55557, -1.28025, -0.25987], [3.85122, 1.26113, -0.47408], [5.54891, 1.20558, -0.04302], [4.25922, 1.45339, 1.98634], [5.05978, -0.10051, 1.99120], [2.79074, -0.29605, 2.86765], [2.98315, -1.26998, 1.42846], [0.82113, -0.19094, 1.38447], [1.78352, 0.45722, 0.07218], [1.30761, 1.82134, 2.77791], [0.53109, 2.24266, 1.24505], [2.26212, 2.51172, 1.45180], [-2.40617, -1.01869, 2.11920], [-1.93570, 0.14935, 2.97613], [-1.00797, -0.27251, 4.11761], [-1.63053, -1.21294, 5.15405], [-2.88876, -0.68216, 5.84274], [-2.64360, 0.58287, 6.65426], [-2.99611, -1.73280, 2.69904], [-3.03461, -0.65680, 1.30166], [-1.55447, -1.54828, 1.68222], [-2.80302, 0.69058, 3.36687], [-1.39691, 0.85536, 2.33506], [-0.63733, 0.62820, 4.61919], [-0.12420, -0.76393, 3.69341], [-0.87436, -1.43420, 5.91667], [-1.86748, -2.17150, 4.68106], [-3.26802, -1.45861, 6.51664], [-3.67976, -0.50132, 5.10890], [-1.88542, 0.41138, 7.42358], [-3.56503, 0.89512, 7.15211], [-2.31302, 1.41021, 6.02185], [-6.30804, 0.53906, 3.58745], [-7.56063, 0.43980, 2.72742], [-7.98251, -1.00167, 2.43803], [-6.96861, -1.83287, 1.64524], [-6.57272, -1.25619, 0.28459], [-7.74002, -1.15047, -0.68766], [-5.44119, 0.09606, 3.09037], [-6.07341, 1.58668, 3.79137], [-6.45347, 0.03198, 4.54580], [-7.40927, 0.98973, 1.79350], [-8.38145, 0.94254, 3.24964], [-8.93886, -0.98694, 1.90420], [-8.17838, -1.51174, 3.38833], [-7.38624, -2.83592, 1.49778], [-6.06252, -1.97114, 2.24436], [-5.81004, -1.90689, -0.15791], [-6.10441, -0.27495, 0.40572], [-8.19640, -2.12990, -0.85630], [-7.39374, -0.76897, -1.65145], [-8.51079, -0.46898, -0.32012]]}



(4)
{"formula": "CH11N8O", "method": "wB97M-V/def2-TZVPD", "e_lumo_ev": [-4.23, -4.23], "charge": 1, "max_force_ev_per_a": 5.9, "gap_ev": [7.066, 7.067], "e_above_lowest_kcal_mol": 95.7, "total_energy_ev": -15170.092, "species": ["C", "N", "N", "N", "N", "N", "N", "N", "N", "O", "H", "H", "H", "H", "H", "H", "H", "H", "H", "H", "H"], "xyz": [[1.06840, -0.25821, -0.41208], [2.23958, -0.32097, -1.08034], [-0.09584, 0.04521, -1.09746], [0.05581, 2.16518, 1.05842], [0.18146, 1.34582, 2.12033], [0.65831, 0.21001, 2.10453], [1.12796, -0.41858, 1.01330], [3.36421, -0.44607, -0.44613], [-3.64682, -0.92835, -0.70514], [-2.43077, -1.42109, -1.35249], [0.25247, 0.03460, -2.02433], [-0.85426, -0.57196, -0.97737], [-0.80912, 2.79501, 1.01879], [0.06020, 1.80530, 0.16406], [0.08342, 1.76781, 3.14812], [-2.44905, -1.83834, -2.30204], [4.09261, -0.48258, -1.04526], [3.44830, -0.24410, 0.57061], [1.86932, -0.91856, 1.34577], [-3.76452, -1.49671, 0.13839], [-4.45166, -0.82340, -1.23968]]}